Entry from the Open Molecules 2025 dataset: C6H10 in the gas phase (ωB97M-V/def2-TZVPD).

Geometry as XYZ:
```
16
C6H10 (ωB97M-V/def2-TZVPD)
C -0.79792 -2.90821 0.08161
C -0.77242 -1.46195 -0.11506
C -0.64993 -0.26614 -0.20484
C -0.23758 1.13967 -0.07835
C 0.60320 1.58843 -1.27886
C 0.56506 1.21941 1.22907
H -1.79653 -3.27881 0.32692
H -0.43335 -3.43555 -0.80415
H -0.13700 -3.15278 0.91936
H -1.12006 1.78913 -0.00285
H 1.46109 0.91979 -1.40441
H 0.98218 2.60489 -1.12480
H 0.02252 1.57247 -2.20596
H 1.42344 0.54168 1.16363
H 0.93561 2.23064 1.42259
H -0.04830 0.89736 2.07610
```

E_HOMO ... -9.33 eV
Net charge ... 0
Max |F| ... 0.0103 Eh/bohr
Energy above the lowest of the compared OMol25 structures with the same formula, charge and spin ... 29.4 kcal per mole
Calculated total energy ... -6382.5845 eV

Partial charges, Mulliken, in e:
1 C -1.23
2 C 0.76
3 C -0.63
4 C 0.61
5 C -1.29
6 C -1.41
7 H 0.30
8 H 0.30
9 H 0.27
10 H 0.23
11 H 0.32
12 H 0.35
13 H 0.34
14 H 0.33
15 H 0.39
16 H 0.36